{
  "formula": "C36H33Cl5HgN5O2SSb",
  "method": "ωB97M-V with the def2-TZVPD basis set",
  "e_homo_ev": [-3.801, -4.767],
  "de_lowest_kcal_mol": 3.28,
  "spin_multiplicity": 2,
  "largest_force_ev_per_a": 0.35,
  "s_squared": 0.75,
  "total_energy_ev": -133575.067,
  "charge": -1,
  "elements": ["Hg", "C", "C", "C", "C", "C", "C", "N", "Sb", "C", "C", "C", "C", "C", "C", "N", "C", "C", "C", "C", "C", "C", "N", "H", "H", "H", "H", "H", "H", "H", "H", "H", "H", "H", "H", "H", "H", "H", "H", "H", "H", "C", "C", "N", "C", "C", "C", "S", "N", "C", "O", "C", "C", "C", "C", "C", "C", "H", "H", "H", "H", "H", "H", "H", "H", "H", "H", "H", "H", "H", "H", "H", "Cl", "C", "C", "Cl", "C", "Cl", "C", "O", "C", "Cl", "C", "Cl"],
  "xyz": [[1.002, 0.640, -0.082], [-2.281, 0.463, -1.359], [-2.446, 0.107, 0.082], [-3.486, -0.711, 0.522], [-3.627, -0.957, 1.872], [-2.730, -0.384, 2.760], [-1.690, 0.381, 2.246], [-1.561, 0.624, 0.943], [-0.417, 1.336, 3.711], [-0.287, 3.219, 2.672], [-0.863, 4.351, 3.235], [-0.727, 5.563, 2.572], [-0.019, 5.597, 1.389], [0.523, 4.415, 0.880], [1.282, 4.412, -0.412], [0.380, 3.253, 1.517], [1.655, 0.739, 3.467], [2.204, 0.092, 4.570], [3.546, -0.243, 4.547], [4.294, 0.069, 3.427], [3.672, 0.697, 2.353], [4.404, 0.995, 1.079], [2.381, 1.037, 2.393], [-3.034, -0.023, -1.980], [-2.332, 1.544, -1.492], [-1.294, 0.179, -1.722], [-4.171, -1.137, -0.198], [-4.438, -1.578, 2.235], [-2.826, -0.532, 3.828], [-1.407, 4.280, 4.168], [-1.160, 6.469, 2.980], [0.126, 6.527, 0.853], [1.985, 5.246, -0.457], [1.816, 3.470, -0.529], [0.592, 4.500, -1.253], [1.582, -0.153, 5.422], [4.005, -0.748, 5.389], [5.349, -0.169, 3.376], [5.481, 0.882, 1.199], [4.070, 0.307, 0.298], [4.176, 2.004, 0.737], [-0.036, -4.456, 3.678], [-1.092, -3.511, 3.114], [-1.184, -3.519, 1.667], [-2.095, -4.474, 1.047], [-1.403, -5.723, 0.513], [-0.401, -2.720, 0.881], [0.744, -1.704, 1.668], [-0.680, -2.819, -0.412], [0.052, -2.284, -1.410], [1.189, -1.812, -1.373], [-0.654, -2.337, -2.746], [-1.742, -3.174, -2.973], [-2.345, -3.213, -4.223], [-1.874, -2.406, -5.250], [-0.791, -1.565, -5.025], [-0.179, -1.538, -3.781], [-0.011, -4.379, 4.767], [0.944, -4.184, 3.287], [-0.245, -5.493, 3.412], [-0.866, -2.493, 3.431], [-2.078, -3.778, 3.503], [-2.603, -3.968, 0.226], [-2.842, -4.743, 1.798], [-0.669, -5.435, -0.238], [-2.130, -6.392, 0.049], [-0.893, -6.266, 1.309], [-2.103, -3.789, -2.161], [-3.184, -3.876, -4.398], [-2.349, -2.432, -6.223], [-0.419, -0.929, -5.818], [0.667, -0.893, -3.589], [2.944, 4.793, -6.622], [2.120, 3.958, -5.349], [2.701, 2.856, -4.722], [4.260, 2.312, -5.244], [2.047, 2.191, -3.701], [2.755, 0.808, -2.943], [0.760, 2.584, -3.213], [0.156, 2.011, -2.272], [0.204, 3.712, -3.900], [-1.367, 4.222, -3.376], [0.856, 4.370, -4.925], [0.106, 5.726, -5.698]],
  "atomic_forces_ev_per_a": [[-0.1, -0.1, 0.1], [0.0, 0.0, 0.0], [0.0, 0.0, 0.1], [0.0, 0.0, 0.0], [-0.1, 0.0, 0.0], [0.1, 0.0, 0.0], [0.1, 0.0, 0.0], [-0.1, 0.1, -0.1], [-0.1, 0.1, 0.0], [0.1, 0.0, 0.0], [0.0, -0.1, 0.0], [0.0, 0.0, 0.0], [0.0, 0.0, 0.0], [0.0, 0.0, 0.0], [0.0, 0.0, 0.0], [0.0, 0.0, 0.0], [0.0, 0.0, 0.0], [0.0, 0.0, 0.0], [0.0, 0.0, 0.0], [0.0, 0.0, 0.0], [-0.1, 0.0, 0.0], [0.0, 0.0, 0.0], [0.0, 0.0, 0.0], [0.0, 0.0, 0.0], [0.0, 0.0, 0.0], [0.0, 0.0, 0.0], [0.0, 0.0, 0.0], [0.0, 0.0, 0.0], [0.0, 0.0, 0.0], [0.0, 0.0, 0.0], [0.0, 0.0, 0.0], [0.0, 0.0, 0.0], [0.0, 0.0, 0.0], [0.0, 0.0, 0.0], [0.0, 0.0, 0.0], [0.0, 0.0, 0.0], [0.0, 0.0, 0.0], [0.0, 0.0, 0.0], [0.0, 0.0, 0.0], [0.0, 0.0, 0.0], [0.0, 0.0, 0.0], [0.0, 0.0, 0.0], [0.0, 0.0, 0.1], [0.0, -0.1, 0.1], [0.0, 0.1, 0.0], [0.0, 0.0, 0.0], [0.0, 0.0, 0.0], [0.2, 0.1, -0.2], [-0.1, 0.0, 0.1], [0.2, 0.0, -0.2], [-0.1, 0.0, 0.0], [0.0, -0.1, -0.1], [0.0, 0.0, 0.0], [0.0, 0.0, 0.0], [0.0, 0.0, 0.0], [0.0, 0.0, 0.0], [0.0, 0.0, 0.0], [0.0, 0.0, 0.0], [0.0, 0.0, 0.0], [0.0, 0.0, 0.0], [0.0, 0.0, 0.0], [0.0, 0.0, 0.0], [0.0, 0.0, 0.0], [0.0, 0.0, 0.0], [0.0, 0.0, 0.0], [0.0, 0.0, 0.0], [0.0, 0.0, 0.0], [0.0, 0.0, 0.0], [0.0, 0.0, 0.0], [0.0, 0.0, 0.0], [0.0, 0.0, 0.0], [0.0, 0.0, 0.0], [0.0, 0.0, 0.0], [0.0, 0.0, 0.0], [0.0, 0.0, 0.0], [0.0, 0.0, 0.0], [0.0, 0.0, 0.1], [0.1, 0.0, 0.0], [0.0, 0.1, -0.1], [0.0, -0.1, 0.1], [-0.1, 0.0, 0.0], [0.0, 0.0, 0.0], [0.0, 0.0, 0.0], [0.0, 0.0, 0.0]]
}